The following is a quantum chemistry calculation of the ion C6H16ClN4S with charge +1 at a distorted geometry, from the OMol25 dataset.

The geometry in XYZ format:
```
28
Properties=species:S:1:pos:R:3:forces:R:3
C 3.1597 -0.2257 -0.9095 -0.9 0.7 -1.1
C 1.9264 -0.3553 0.0616 3.1 1.1 -0.5
C 1.7062 -1.8316 0.3478 -0.8 -0.2 -1.1
N 0.9120 0.5029 -0.5062 -2.2 -0.6 -1.0
C -0.4250 0.6152 0.1094 1.0 3.1 1.0
C -0.4154 0.7867 1.6985 -0.7 1.6 -1.7
C -1.0693 1.8762 -0.5939 0.8 0.6 -0.4
S -2.8043 2.1401 -0.0324 0.7 -0.8 -1.0
N -3.2707 0.5835 -0.6341 0.9 -0.2 1.2
N -2.7384 -0.4373 0.1942 2.3 -3.4 -1.6
Cl -3.5250 -2.1732 -0.2177 1.1 2.5 0.3
N -1.1693 -0.5917 -0.0590 -2.8 -1.6 0.7
H 3.0129 -0.7815 -1.9067 -0.5 1.3 1.0
H 3.4946 0.8674 -1.0325 -0.5 -1.8 0.0
H 3.9390 -0.8453 -0.5488 1.1 -0.1 0.9
H 2.2777 0.1731 1.0164 -0.6 -0.9 -1.0
H 0.8521 -1.7647 1.0982 1.6 -1.5 -0.4
H 2.7517 -2.2360 0.5183 -1.6 0.2 1.1
H 1.4117 -2.4683 -0.5793 0.0 1.3 1.3
H 0.8255 0.3680 -1.5565 0.1 0.2 1.7
H -0.2666 -0.1852 2.0505 0.7 -1.2 1.1
H -1.4008 1.1277 2.0541 0.0 -0.3 -0.4
H 0.2123 1.5611 2.1286 0.7 -0.2 -0.3
H -0.4980 2.8148 -0.3704 -0.5 -0.9 0.4
H -0.9207 1.8259 -1.7135 -0.9 -0.3 1.0
H -4.1852 0.3558 -0.9514 -1.0 0.1 0.0
H -2.7587 -0.5727 1.2291 -0.7 1.4 -0.4
H -1.0344 -1.1298 -0.8948 -0.4 0.1 -0.8
```
Positions in Å, forces in eV/Å.

E = -1315.156376 hartree
Net charge = +1
2S+1 = 1
Structure (SMILES) = CC(C)N[C@@]1(C)CSN[N@@H+](Cl)N1